(1)
The following is a DFT calculation (the ωB97M-V functional and the def2-TZVPD basis) of C16H23BBr2F12N2O16S4Zr as an isolated structure in a non-equilibrium geometry.

```
77
Properties=species:S:1:pos:R:3:forces:R:3:lowdin_charge:R:1
Zr -1.84264 -1.70385 -0.07934 1.369 3.163 1.930 1.872
Br -1.83954 3.88704 3.27377 0.181 -0.003 0.106 0.648
Br -4.64885 0.61790 4.94762 -0.168 -0.050 -0.122 0.661
S -0.45892 -1.92232 -3.21300 -0.281 1.054 0.445 0.683
S -1.35128 -4.14802 2.37960 -3.801 -2.030 0.770 0.609
S 0.81761 -2.97555 1.33196 -0.461 2.137 -2.702 0.686
S -0.78802 -4.35086 -1.94160 1.865 -1.702 0.035 0.629
F 0.98502 -2.75697 4.01478 0.123 0.097 0.009 0.176
F -2.97140 -5.66435 -2.58086 0.131 -0.318 -0.211 0.172
F -1.56108 -2.24258 4.19516 -0.508 0.034 -0.147 0.119
F -2.28048 -4.18771 4.79562 -0.268 0.026 -0.114 0.164
F 2.82636 -2.53803 2.91562 0.114 -0.168 -0.158 0.191
F -2.86614 -3.67308 -3.40453 -0.227 -0.334 0.054 0.097
F 1.79925 -1.25632 -4.23111 -0.064 0.045 -0.334 0.167
F 1.36253 -0.95393 2.86009 -0.182 -0.424 0.256 0.140
F 2.01825 -2.49882 -2.49020 0.144 0.009 0.245 0.177
F -1.66954 -5.23301 -4.28666 -0.043 -0.553 0.105 0.191
F 1.56581 -0.38811 -2.29267 -0.102 0.031 0.252 0.171
F -3.48617 -2.96952 3.47047 -0.279 0.065 -0.022 0.160
O -0.85287 -0.02927 1.15353 -0.899 0.358 0.767 -0.106
O -0.31544 -4.88487 3.01590 0.862 0.940 -0.243 -0.224
O 5.14041 3.78944 0.55275 -0.152 -0.042 -0.192 0.076
O 0.44000 -4.66587 -2.59422 -0.336 0.477 -0.271 -0.239
O -0.47113 -2.82219 -4.29744 0.152 -0.853 -0.386 -0.235
O 7.20285 3.06094 1.08875 0.736 0.243 -0.036 0.178
O -1.20315 -0.71941 -3.36862 -0.184 0.269 0.528 -0.267
O 5.41741 1.74209 1.38826 -0.148 0.181 -0.116 0.079
O 1.37308 -4.22139 1.02906 0.256 -1.665 0.768 -0.192
O 3.14717 3.81864 -2.64504 0.187 0.255 0.475 0.175
O -0.68014 0.03557 -0.93536 -1.403 -0.319 -1.232 -0.142
O 1.06852 -1.99127 0.30145 -0.486 0.757 0.621 -0.307
O -0.98599 -5.04359 -0.71342 -1.296 0.701 0.351 -0.258
O 2.10650 4.21764 -4.60193 -0.201 0.083 0.284 0.073
O -2.37464 -4.91874 1.73721 -0.026 0.756 -0.222 -0.255
O 1.30118 2.67486 -3.21161 -0.173 0.081 0.131 0.055
N -0.97937 -2.70567 -1.71658 0.534 -0.371 -2.588 -0.453
N -0.93686 -2.89139 1.40713 3.296 -1.549 1.552 -0.429
C 3.82595 3.31679 0.83832 -0.378 0.278 0.611 -0.098
C -3.81451 2.33420 4.64936 1.389 -0.103 0.649 -0.707
C -2.90042 2.27949 3.42967 -1.948 0.295 -0.882 -0.720
C 1.53867 -2.27344 2.92853 -0.350 0.470 -0.037 -0.661
C 1.37122 -1.47890 -2.99836 -0.133 -0.224 0.020 -0.680
C 0.88040 3.81011 -5.20713 -0.627 0.100 0.546 -0.074
C 3.24249 1.29592 2.30472 -0.702 -0.394 -1.587 -0.015
C 6.03991 2.89006 1.01322 -0.736 -0.401 -0.002 -0.566
C 4.00509 1.82636 1.10425 0.322 0.237 0.412 -0.309
C -1.02144 3.10442 -3.57301 -0.055 -1.014 1.076 -0.020
C -2.15977 -4.79954 -3.15852 -0.394 1.253 0.354 -0.666
C 2.25309 3.62340 -3.39339 -0.028 -0.670 -0.963 -0.554
C 0.28702 2.75442 -4.22343 0.617 0.652 -1.109 -0.301
C -2.26478 -3.31767 3.79416 1.380 0.038 0.249 -0.669
C 0.15611 1.98352 0.14650 -0.322 0.046 -1.188 0.071
C -0.54466 0.67931 0.14617 0.565 -1.932 0.998 -0.606
B -3.84098 -0.98036 1.11927 -1.605 -0.782 -0.150 -0.363
H -2.97984 -1.52950 1.66355 1.550 -0.819 0.868 -0.070
H 3.82184 1.21097 0.21976 -0.086 0.084 -0.034 0.156
H -2.30849 1.40254 3.20073 0.239 -0.083 0.654 0.043
H 1.20477 1.76253 0.34503 -0.046 0.145 0.176 0.084
H 3.39235 0.21922 2.28132 0.478 0.024 0.869 0.075
H -3.65569 2.36029 2.64086 0.592 -0.105 -0.463 0.052
H -3.25561 2.54195 5.55938 -0.079 0.032 0.008 0.046
H -4.49283 -0.38201 1.90593 -0.111 0.072 -0.137 0.015
H -1.88409 3.09222 -4.23399 0.133 0.405 -0.204 0.095
H -3.30789 -0.30410 0.33390 0.881 1.405 -1.461 -0.039
H 0.09201 2.28138 -0.90192 0.285 0.299 0.093 0.076
H 1.05600 3.40714 -6.20063 0.231 -0.036 0.031 0.130
H -4.56962 3.09747 4.51003 -0.150 -0.071 0.010 0.059
H -0.24493 2.78322 0.75728 -0.036 -0.268 0.477 0.072
H 3.47521 3.82848 1.74366 0.128 -0.106 0.070 0.136
H -0.94398 3.97713 -2.92223 -0.057 0.413 -0.564 0.099
H 0.20945 4.66796 -5.29011 0.163 0.076 -0.019 0.130
H 3.10221 3.57289 0.06678 0.439 -0.117 -0.434 0.116
H -1.21347 2.30184 -2.85032 -0.108 -0.146 -0.157 0.068
H 0.25322 1.82672 -4.79501 -0.161 -0.328 0.562 0.148
H 2.16844 1.34805 2.08513 0.100 0.404 0.226 0.063
H -4.44251 -1.84468 0.49330 0.153 -0.230 -0.362 0.046
H 3.46174 1.84275 3.21268 0.207 -0.279 0.208 0.101
```
Positions in Å, forces in eV/Å.

Values from the calculation:
HOMO-LUMO gap in Eh: 0.3052
Energy in Eh: -9947.8742
HOMO level in eV: -10.75

=====

(2)
The following is a DFT calculation (the ωB97M-V functional and the def2-TZVPD basis) of a 3-piece molecular cluster, C16H23BN3O2 overall in a non-equilibrium geometry.

```
45
Properties=species:S:1:pos:R:3:forces:R:3:nbo_charge:R:1
O 1.32533 -1.40264 -1.30944 -0.230 0.314 -0.235 -0.930
O 2.02383 0.64535 -0.32292 0.302 -0.585 0.036 -0.910
N -0.61592 2.99177 -4.99764 -0.244 0.023 -0.147 -0.710
N -1.12343 0.84968 -4.20871 0.928 0.263 -0.425 -0.542
N -1.03533 2.67173 -2.74598 0.636 -0.129 0.228 -0.660
C 3.53293 -3.00704 4.08664 -0.001 -0.005 -0.003 -0.206
C -0.50298 0.02121 -3.11170 -0.542 0.046 0.106 -0.208
C -2.00986 1.09610 2.66637 -0.007 0.033 -0.023 -0.220
C -0.93966 2.15757 -4.03639 -0.265 -0.026 0.240 0.718
C -3.16379 1.66484 3.18742 0.005 0.014 -0.006 -0.210
C 2.62671 -3.94549 2.06781 -0.002 -0.009 -0.018 -0.201
C -4.47943 0.54987 1.50926 0.003 0.012 -0.011 -0.212
C 2.58880 -2.68123 1.49385 0.048 -0.072 0.084 -0.234
C -3.32654 -0.02329 0.98900 -0.004 0.057 -0.024 -0.249
C 0.02297 2.06293 -1.84871 -0.264 -0.229 0.024 -0.206
C 0.63385 0.80252 -2.47325 0.030 -0.082 0.503 -0.641
C 3.49883 -1.74351 3.51368 -0.003 0.002 0.004 -0.216
C -2.09435 0.25044 1.56898 0.077 -0.035 -0.143 -0.180
C 3.02621 -1.58049 2.21844 0.002 0.018 -0.001 -0.211
C -4.39653 1.39158 2.60984 -0.003 0.003 -0.002 -0.204
C 3.09752 -4.10873 3.36292 0.003 0.007 0.007 -0.212
B 1.39247 -0.03110 -1.32523 0.102 0.157 -0.180 1.215
H 2.01278 -1.85055 -1.80816 0.062 -0.272 0.118 0.522
H -1.19759 -0.21120 1.16932 0.016 -0.022 0.065 0.195
H 2.21451 -2.55222 0.48792 -0.010 -0.008 0.092 0.209
H 3.84078 -0.88529 4.07803 -0.003 -0.001 0.001 0.213
H -0.50941 1.77427 -0.94266 0.066 0.094 0.120 0.226
H -1.04832 1.30715 3.11616 -0.003 -0.024 0.017 0.217
H 2.71368 1.27474 -0.53472 -0.171 0.416 0.035 0.519
H -5.29514 1.83197 3.02160 0.001 0.000 -0.001 0.221
H 2.99403 -0.59481 1.77230 -0.010 -0.007 -0.001 0.209
H -5.44193 0.33503 1.06330 -0.001 -0.009 0.009 0.218
H -3.10314 2.31937 4.04701 -0.002 -0.005 0.002 0.221
H 1.39133 1.06698 -3.22505 -0.104 0.005 -0.101 0.233
H 3.12526 -5.09437 3.80898 -0.002 0.001 0.000 0.217
H 3.89813 -3.13366 5.09749 0.005 -0.001 -0.003 0.217
H 0.75964 2.80758 -1.56297 0.024 0.094 -0.210 0.223
H -1.27068 -0.19276 -2.36711 -0.038 -0.024 0.010 0.222
H 2.28786 -4.80662 1.50554 -0.003 0.002 0.003 0.210
H -0.87370 0.53068 -5.13842 -0.266 -0.199 0.016 0.401
H -0.67316 2.75318 -5.97684 0.278 -0.080 0.025 0.426
H -1.92705 2.37688 -2.35851 -0.117 0.172 -0.140 0.412
H -0.36585 3.93564 -4.74182 -0.409 0.096 0.005 0.446
H -0.22157 -0.93238 -3.54414 0.120 0.027 -0.102 0.246
H -3.39213 -0.69167 0.13851 -0.003 -0.032 0.026 0.205
```
Positions in Å, forces in eV/Å.

Values from the calculation:
HOMO-LUMO gap in Eh: 0.2756
Energy in Eh: -962.9383
Net charge: +1
HOMO level in eV: -10.91